Entry 1:
C39H50Br2CrN4O2SSi4Te2 | wB97M-V/def2-TZVPD

Values from the calculation:
HOMO energy (spin up / spin down): -4.15 / -4.14 eV
E_LUMO (spin up / spin down): 1.84 / 1.96 eV
charge: -1
gap between HOMO and LUMO (spin up / spin down): 5.99 / 6.09 eV
spin multiplicity: 2

Structure (XYZ):
```
105
Properties=species:S:1:pos:R:3:forces:R:3:mulliken_spin:R:1
Cr 0.5331 -0.3982 0.3914 -0.9759 1.3480 -0.1393 1.15
N 2.1589 -0.8080 4.4792 0.0010 -0.1030 0.1791 0.00
C 1.4747 -0.7002 3.2935 -0.2901 0.1495 -0.7029 0.02
S 2.3180 -0.1040 1.9224 0.1283 0.5868 0.1159 -0.03
N 0.2241 -1.0226 3.2695 -0.0797 -0.3191 1.2605 -0.01
N -0.4327 -0.8928 2.0754 -1.9714 -0.4162 0.5273 -0.01
C -1.7120 -1.1950 2.1971 2.1792 0.2808 0.5219 -0.01
C -2.6595 -1.2685 1.1503 -0.8659 0.1873 -1.4194 0.04
C -3.9731 -1.6780 1.4361 0.4706 0.1089 0.0645 -0.01
C -4.9256 -1.7862 0.4534 -0.3718 -0.0662 -0.0939 0.00
C -4.5974 -1.4656 -0.8660 0.0069 -0.0059 0.2259 0.00
C -3.3374 -1.0182 -1.1830 0.1769 0.0649 -0.1186 0.01
C -2.3401 -0.9058 -0.1968 -0.0538 -0.4310 0.8080 -0.03
O -1.1577 -0.4755 -0.5071 0.2991 0.5878 0.5139 -0.04
H 3.1375 -1.0303 4.3788 -0.0693 0.0907 0.0125 0.00
H 1.6731 -1.3451 5.1811 -0.0015 -0.0649 -0.0180 0.00
H -2.0486 -1.4343 3.2041 0.1157 -0.0738 -0.0380 0.00
H -4.2088 -1.9231 2.4621 -0.0998 -0.0672 0.1263 0.00
H -5.9265 -2.1170 0.6982 0.0039 -0.0245 0.0092 0.00
H -5.3392 -1.5698 -1.6444 -0.0812 0.0171 -0.0830 0.00
H -3.0685 -0.7604 -2.1996 0.0369 -0.0083 -0.0255 0.00
C -2.0582 2.1127 0.9193 0.0566 -0.0702 0.0885 0.01
C -0.7783 2.6550 0.3693 0.4631 -1.2982 -0.0734 0.01
C -0.6559 4.0144 0.0944 0.6424 0.9453 -0.3482 0.00
C 0.5384 4.5545 -0.3340 -0.5734 -0.3376 0.1885 0.01
C 1.6254 3.6918 -0.5498 -0.1486 -0.3306 0.1659 -0.01
C 2.9254 4.0569 -0.9316 0.8055 0.1726 -0.2185 0.00
Br 3.3542 5.9101 -1.1004 0.0084 -0.1169 -0.0307 0.00
C 3.9116 3.1273 -1.1873 -0.3945 1.0487 0.1500 0.00
C 3.5919 1.7844 -1.1545 -0.5652 -1.0591 0.3233 0.00
Br 4.8930 0.4760 -1.5745 -0.0800 0.1360 -0.0537 0.00
C 2.3104 1.3437 -0.8175 0.8813 0.2313 -0.1128 -0.01
O 1.9247 0.1089 -0.8864 0.1964 -0.3470 0.1816 -0.01
C 1.3671 2.3114 -0.3873 0.2543 0.5021 -0.1130 0.00
N 0.2216 1.8071 0.1183 -0.5794 0.6046 0.3451 -0.01
H -2.5825 2.8959 1.4614 -0.1208 0.0245 0.0403 0.00
H -1.8636 1.2775 1.5923 -0.0246 0.0998 -0.0835 0.00
H -2.7004 1.7503 0.1123 0.0333 0.0090 0.0445 0.00
H -1.5173 4.6490 0.2328 -0.0841 0.0908 0.0840 0.00
H 0.6350 5.6123 -0.5345 0.0103 0.0245 0.0737 0.00
H 4.9121 3.4453 -1.4432 -0.0136 0.0086 -0.0276 0.00
Te 0.4786 -0.7945 -3.0106 0.2160 0.1844 -1.6363 0.01
C 0.8055 1.2830 -3.3963 -0.0086 -0.4916 -0.0527 0.00
C -0.1831 2.2381 -3.2302 -0.2987 -0.0497 0.0488 0.00
C 0.0603 3.5647 -3.5513 -0.1160 0.1370 -0.0717 0.00
C 1.3058 3.9506 -4.0167 -0.0358 0.1202 -0.0274 0.00
C 2.3101 3.0057 -4.1452 0.0525 0.0799 -0.1262 0.00
C 2.0577 1.6795 -3.8433 0.0904 -0.1006 -0.1601 0.00
C -0.3485 -1.0082 -4.9773 -0.0178 0.0591 0.3929 0.00
C -1.4615 -0.2674 -5.3431 -0.2536 0.2162 0.0952 0.00
C -2.0728 -0.4549 -6.5685 -0.1683 0.0703 -0.1314 0.00
C -1.5743 -1.3985 -7.4513 -0.0261 -0.0283 -0.1485 0.00
C -0.4509 -2.1293 -7.1033 -0.1107 -0.1021 -0.2567 0.00
C 0.1545 -1.9357 -5.8744 0.2119 -0.1186 0.1153 0.00
H -1.1547 1.9512 -2.8432 -0.0046 -0.0419 0.0090 0.00
H -0.7284 4.2986 -3.4398 -0.0163 0.0208 0.0296 0.00
H 1.4968 4.9846 -4.2723 0.0144 0.0510 0.0282 0.00
H 3.2904 3.3028 -4.4922 0.0816 0.0172 -0.0068 0.00
H 2.8365 0.9351 -3.9550 0.0319 0.0267 -0.0043 0.00
H -1.8631 0.4663 -4.6531 -0.0298 -0.0192 -0.0177 0.00
H -2.9505 0.1217 -6.8359 0.0022 0.0323 0.0270 0.00
H -2.0623 -1.5633 -8.4043 0.0347 0.0079 -0.0165 0.00
H -0.0531 -2.8517 -7.8017 0.0793 -0.1079 -0.0179 0.00
H 1.0310 -2.5064 -5.6007 0.0889 -0.0900 -0.0324 0.00
C -2.9957 -5.1122 0.2900 0.7841 -0.0596 -0.2797 0.00
Si -1.5299 -5.3616 -0.9276 -0.5709 0.1376 -0.5440 0.00
C -1.7339 -7.0975 -1.7192 0.1841 0.5653 0.3636 0.00
C -1.7183 -4.0642 -2.3245 0.2323 -0.3052 0.5715 0.00
Si 0.6562 -5.0639 -0.0005 -0.3632 0.1102 0.5724 -0.02
Te 1.3336 -2.6477 -0.1018 1.0182 -2.4885 -0.6154 -0.06
Si 2.2967 -5.9472 -1.4726 0.4197 -0.3738 -0.6991 -0.01
C 2.2924 -7.8711 -1.5112 -0.1037 0.7525 0.1313 0.00
C 4.0825 -5.3734 -1.1053 -0.7542 0.0375 0.1280 0.00
C 1.8948 -5.3248 -3.2412 -0.0176 -0.0504 0.7152 0.00
Si 0.8478 -5.7510 2.2826 0.1303 -0.0395 0.6685 0.00
C -0.5353 -4.9719 3.3595 0.4116 -0.1818 -0.6288 0.00
C 0.8084 -7.6548 2.5370 -0.0079 0.6856 -0.2078 0.00
C 2.5009 -5.0974 2.9989 -0.5345 -0.1010 -0.4705 0.00
H -3.9538 -5.0740 -0.2199 -0.0935 -0.0182 -0.2892 0.00
H -2.8795 -4.1730 0.8196 0.0409 0.2279 0.1395 0.00
H -3.0453 -5.9085 1.0245 0.0413 -0.2207 0.2024 0.00
H -2.7589 -7.2975 -2.0133 -0.2772 0.0674 -0.0383 0.00
H -1.4307 -7.8700 -1.0237 0.0726 -0.2763 0.2262 0.00
H -1.1122 -7.1913 -2.6014 0.2164 0.0056 -0.2469 0.00
H -2.6825 -4.0830 -2.8252 -0.2389 -0.1732 -0.0048 0.00
H -0.9447 -4.1927 -3.0772 0.1735 -0.0602 -0.1424 0.00
H -1.5925 -3.0669 -1.9085 0.0642 0.1502 0.0925 0.00
H 2.7431 -8.2762 -0.6139 0.1338 -0.0893 0.3144 0.00
H 2.8437 -8.2619 -2.3591 0.1771 0.0218 -0.2625 0.00
H 1.2815 -8.2541 -1.5677 -0.3355 -0.1086 -0.0425 0.00
H 4.4976 -5.8386 -0.2199 0.0391 -0.1739 0.2974 0.00
H 4.0561 -4.3028 -0.9282 0.0474 0.2610 0.0320 0.00
H 4.7649 -5.5596 -1.9277 -0.0040 -0.1404 -0.3001 0.00
H 0.9742 -5.7451 -3.6305 -0.2679 -0.1419 -0.0289 0.00
H 2.6840 -5.5423 -3.9538 0.2700 -0.1299 -0.0364 0.00
H 1.7727 -4.2453 -3.2004 -0.0191 0.2587 -0.0153 0.00
H -1.5103 -5.1598 2.9264 -0.3031 -0.0449 -0.1140 0.00
H -0.3952 -3.8970 3.4042 0.0536 0.3314 -0.0703 0.00
H -0.5484 -5.3366 4.3809 0.1582 -0.2418 0.2116 0.00
H -0.1529 -8.0664 2.2538 -0.2954 -0.0978 -0.1076 0.00
H 1.0012 -7.9422 3.5660 0.0454 0.0750 0.2639 0.00
H 1.5602 -8.1267 1.9162 0.2295 -0.1498 -0.1959 0.00
H 2.5919 -4.0460 2.7385 0.0148 0.2237 -0.0694 0.00
H 3.3484 -5.6103 2.5590 0.2409 -0.1583 -0.1385 0.00
H 2.5779 -5.1818 4.0788 -0.1556 -0.1397 0.2279 0.00
```
Forces are in eV/Å.

---

Entry 2:
C7H4F2 | wB97M-V/def2-TZVPD

Values from the calculation:
HOMO energy (spin up / spin down): -5.28 / -9.68 eV
E_LUMO (spin up / spin down): 0.56 / -2.97 eV
charge: 0
gap between HOMO and LUMO (spin up / spin down): 5.84 / 6.71 eV
spin multiplicity: 3

Structure (XYZ):
```
13
Properties=species:S:1:pos:R:3:forces:R:3:mulliken_spin:R:1
C 2.1391 -0.1240 -0.3393 -0.8288 7.3781 7.8141 0.43
C 1.7894 0.8032 0.5816 1.8935 -5.2288 -4.0918 0.29
C 2.1216 -0.8231 -1.3165 -0.2640 -6.0212 -7.5268 0.77
C 1.4055 1.6854 1.3147 -0.7437 3.1461 2.4144 0.45
C -1.4778 -0.7287 0.3408 -0.1859 1.5787 -0.2188 0.00
C -0.9031 -0.9051 1.3619 -0.2187 -0.6082 0.3198 0.00
C -1.9321 -0.0534 -0.8590 -0.5651 2.0488 1.2143 0.01
F 0.9730 2.5426 2.1617 -0.1727 -0.1690 -0.0290 0.04
F -0.4578 -1.3516 2.4519 0.7951 -0.4078 1.3698 0.00
H 2.3838 -1.3014 -2.2878 0.0928 0.8976 1.4114 0.01
H -1.1422 0.6773 -1.1874 -0.9980 -0.4855 0.3046 0.00
H -2.9769 0.4284 -0.7141 1.8604 -0.8183 -0.4730 0.00
H -1.9224 -0.8496 -1.5085 -0.6650 -1.3104 -2.5090 -0.01
```
Forces are in eV/Å.

---

Entry 3:
C20H44FeNOP3S | wB97M-V/def2-TZVPD

Values from the calculation:
HOMO energy (spin up / spin down): -15.51 / -15.51 eV
E_LUMO (spin up / spin down): -8.74 / -13.44 eV
charge: +3
gap between HOMO and LUMO (spin up / spin down): 6.77 / 2.06 eV
spin multiplicity: 6

Structure (XYZ):
```
71
Properties=species:S:1:pos:R:3:forces:R:3:mulliken_spin:R:1
Fe -0.2306 1.0727 0.0424 0.1518 -1.6931 0.3121 3.56
P 1.5245 1.9548 0.8120 4.1741 2.0505 1.4407 0.04
P -1.6529 0.9024 1.7177 -2.3745 -0.1535 2.9619 0.03
P -1.3938 2.2582 -1.2797 -1.6372 2.4626 -2.1568 -0.06
H 0.2669 -4.5366 -6.7006 0.1513 0.3757 -0.1179 0.02
C 0.4663 -3.5047 -7.0165 -3.4170 -1.7242 -0.5050 0.38
C 1.6565 -2.9157 -6.8417 3.3607 1.5483 0.3934 0.39
H 2.5093 -3.4535 -6.4057 -0.3443 0.1792 -0.2314 0.02
C 2.7818 0.7183 1.2941 -0.1936 -0.2095 -0.0398 0.03
C 1.3615 2.9926 2.3181 -0.3956 -0.0277 -0.1133 0.03
C 2.4631 3.0469 -0.3134 -0.1229 -0.0438 -0.1177 0.03
C -3.1096 -0.2062 1.4756 0.1347 0.1483 -0.3353 0.03
C -1.0259 0.1812 3.2782 0.3043 -0.0152 -0.0157 0.03
C -2.4195 2.4766 2.2773 0.0785 -0.0970 -0.0749 0.02
C -0.7399 2.1640 -2.9769 0.1237 -0.1360 -0.0001 0.06
C -1.2418 4.0430 -0.8594 -0.0024 -0.2816 0.0485 0.02
C -3.1918 2.0604 -1.5113 0.1143 -0.2200 -0.0079 0.01
H -0.3587 -2.9760 -7.5116 0.4041 -0.2765 0.0066 0.02
H 1.8259 -1.8811 -7.1689 -0.0354 -0.4166 0.1461 0.02
H 3.0439 0.1270 0.4082 0.0531 0.1080 0.1974 0.00
H 2.3774 0.0272 2.0464 0.0727 0.1035 -0.1359 0.00
H 3.6769 1.2234 1.6814 -0.2442 -0.0925 -0.1124 0.00
H 1.0436 2.3883 3.1751 0.1245 0.1345 -0.1903 0.00
H 0.6203 3.7855 2.1524 0.2370 -0.1063 0.0675 0.00
H 2.3333 3.4513 2.5389 -0.2009 -0.1301 -0.0688 0.00
H 2.7434 2.4765 -1.2073 0.0141 0.1755 0.1400 0.00
H 3.3700 3.3991 0.1936 -0.1863 -0.0525 -0.1566 0.00
H 1.8538 3.9073 -0.6151 0.2195 -0.1599 0.0840 0.00
H -3.7335 -0.1325 2.3800 0.1708 -0.0449 -0.3641 0.00
H -2.7585 -1.2421 1.3552 -0.1421 0.3127 0.0867 0.00
H -3.6993 0.0832 0.5930 0.1122 -0.1189 0.3061 0.00
H -1.8844 -0.0371 3.9305 0.2245 0.1154 -0.1997 0.00
H -0.3626 0.8887 3.7920 -0.1526 -0.2328 -0.1038 0.00
H -0.4705 -0.7474 3.0706 -0.0966 0.2774 0.0947 0.00
H -3.0803 2.2460 3.1291 0.2147 0.2018 -0.3105 0.00
H -3.0057 2.9393 1.4679 0.1662 -0.1176 0.3788 0.00
H -1.6301 3.1723 2.6041 -0.3573 -0.1955 -0.0750 0.00
H -1.3694 2.7879 -3.6266 0.2759 -0.1857 0.0437 0.00
H -0.7474 1.1163 -3.3134 -0.0541 0.3426 -0.0286 -0.01
H 0.2973 2.5296 -2.9786 -0.3117 -0.0709 -0.1051 -0.01
H -2.0160 4.5685 -1.4350 0.3127 0.0861 0.1857 0.00
H -0.2394 4.4028 -1.1332 -0.4057 -0.0378 0.0545 0.00
H -1.4056 4.2076 0.2156 0.0092 0.0237 -0.3675 -0.01
H -3.4909 2.7689 -2.2952 -0.1050 -0.2125 0.2256 0.00
H -3.7416 2.2715 -0.5858 0.1010 -0.0115 -0.2682 0.00
H -3.4135 1.0337 -1.8337 -0.0384 0.2721 0.0230 0.00
C -0.3412 -1.6109 -1.8929 0.2774 -0.2805 -0.7280 0.07
C -1.6369 -1.9489 -2.3316 0.6546 0.1418 -0.2371 0.01
C -1.8305 -2.2296 -3.6795 -0.2938 -0.2092 0.2156 -0.01
C -0.7379 -2.2179 -4.5419 0.3649 -0.0369 0.1023 0.04
C 0.5472 -1.9028 -4.0896 -0.2265 -0.2843 0.1096 0.04
C 0.7625 -1.5979 -2.7509 -0.3235 -0.1229 0.2697 0.00
S -0.1216 -1.1485 -0.1909 -0.9353 -0.3104 -0.4452 0.23
H -1.1957 -0.1517 -0.5030 0.2053 -1.4990 0.0400 -0.06
H -2.4420 -1.9929 -1.6034 -0.0297 0.0058 -0.2302 -0.01
H -2.8257 -2.4806 -4.0551 0.3568 0.0343 0.1627 0.00
H -0.8739 -2.5055 -5.5791 -0.2564 0.3696 0.0193 0.03
H 1.3892 -1.9340 -4.7764 0.0006 0.2472 0.0733 0.00
H 1.7541 -1.3746 -2.3528 -0.2738 -0.0149 -0.2484 0.00
C 2.0362 -1.6355 5.3637 0.0810 0.0220 0.0159 0.00
N 1.9832 -2.9037 4.6570 -0.5490 0.0078 -0.7204 0.00
C 2.3022 -4.1004 5.4160 -0.1118 -0.2410 0.0156 0.00
C 1.5056 -3.0024 3.3920 0.4986 -0.0432 1.0237 0.00
O 1.2353 -2.0464 2.6607 -0.1794 -0.0673 -0.0874 0.01
H 2.9978 -1.5670 5.8882 -0.2258 0.1648 -0.1849 0.00
H 1.2331 -1.5718 6.1159 0.2079 -0.0574 -0.2446 0.00
H 1.9214 -0.8284 4.6340 0.1250 -0.1083 0.2516 0.00
H 2.2343 -4.9362 4.7125 0.0943 -0.0696 0.4452 0.00
H 3.3156 -4.0465 5.8329 -0.1868 0.0219 -0.2257 0.00
H 1.6022 -4.2430 6.2523 0.1259 0.0040 -0.2874 0.00
H 1.3830 -4.0628 3.0821 0.1110 0.4718 -0.1001 0.00
```
Forces are in eV/Å.

---

Entry 4:
C4H4O2 | wB97M-V/def2-TZVPD

Values from the calculation:
HOMO energy: -9.58 eV
E_LUMO: 0.80 eV
charge: 0
gap between HOMO and LUMO: 10.38 eV
spin multiplicity: 1

Structure (XYZ):
```
10
Properties=species:S:1:pos:R:3:forces:R:3:mulliken_charge:R:1
C -1.8435 0.0200 -0.2315 -0.1901 -0.2395 0.0519 -0.53
O -0.9720 1.1472 -0.4721 0.1892 0.3139 0.1912 -0.08
C 0.2478 1.2134 -0.0700 -0.5686 0.3720 -0.1229 -0.18
O 0.5397 0.0588 0.6768 0.2019 0.2031 -0.4592 -0.30
C 1.7480 -0.2657 0.2616 0.8242 -0.8304 -0.0448 0.07
C 2.7755 -0.6384 -0.2316 -0.5557 0.2824 0.2186 -0.17
H -2.6673 0.1645 -0.9275 0.0390 -0.0809 0.1540 0.24
H -1.3147 -0.9113 -0.4329 -0.1312 0.0978 0.0340 0.27
H -2.1898 0.0474 0.8031 0.0198 -0.0539 -0.1632 0.26
H 3.6516 -0.9184 -0.7574 0.1716 -0.0645 0.1402 0.40
```
Forces are in eV/Å.

---

Entry 5:
C3H2N4OS | wB97M-V/def2-TZVPD

Values from the calculation:
HOMO energy (spin up / spin down): -8.27 / -8.22 eV
E_LUMO (spin up / spin down): -2.13 / -2.20 eV
charge: 0
gap between HOMO and LUMO (spin up / spin down): 6.15 / 6.02 eV
spin multiplicity: 1

Structure (XYZ):
```
11
Properties=species:S:1:pos:R:3:forces:R:3:mulliken_charge:R:1
C 0.8994 0.9474 -1.8229 -2.7067 -2.5994 1.2566 0.71
C -0.9446 -1.0436 0.8975 -0.7945 1.5310 1.9456 -0.15
C -0.1643 0.7378 0.0959 -6.6750 -7.2493 11.4952 0.44
N 0.4157 1.2842 -0.7634 10.3508 8.7250 -12.5734 -0.26
N -0.7693 -0.3712 -0.1989 -1.2009 -1.2668 -2.5824 -0.43
N -0.5785 -0.3312 1.9508 -0.1498 -1.7911 1.9772 -0.61
N -0.0387 0.7469 1.4859 1.0942 2.4016 -0.4606 0.21
O 0.9848 0.1016 -2.7320 0.5201 2.6927 0.3076 -0.30
S 1.3437 -1.5857 -2.1048 0.5680 -0.3647 0.0412 -0.28
H -1.5520 -1.8867 1.0164 -0.3446 -1.3021 -0.0089 0.42
H 0.4037 1.4004 2.1756 -0.6616 -0.7770 -1.3980 0.25
```
Forces are in eV/Å.

---

Entry 6:
C3H3CoLiO4 | wB97M-V/def2-TZVPD

Values from the calculation:
HOMO energy (spin up / spin down): -12.66 / -14.11 eV
E_LUMO (spin up / spin down): -4.55 / -6.53 eV
charge: +1
gap between HOMO and LUMO (spin up / spin down): 8.11 / 7.58 eV
spin multiplicity: 5

Structure (XYZ):
```
12
Properties=species:S:1:pos:R:3:forces:R:3:mulliken_spin:R:1
C 1.1057 1.2307 0.3320 -2.2661 2.3663 -3.5202 -0.02
O 0.7900 2.3930 0.1429 0.4731 -1.4609 1.1335 0.05
O 2.2776 0.7560 0.4931 2.3222 -1.3377 0.8067 -0.01
C 0.0998 0.1264 -0.1440 -0.6504 0.2747 2.2713 0.03
O 0.4652 -1.0328 -0.2670 0.4160 -0.6700 -0.2847 -0.01
O -1.1372 0.5146 -0.1180 0.6471 0.2866 -0.1268 0.00
C -2.1519 -0.4970 -0.0479 -0.4886 -0.5746 -0.3999 0.00
H -2.0249 -1.0836 0.8694 -0.0092 0.2121 -0.1784 0.00
H -3.1031 0.0395 -0.0427 0.2824 -0.1533 0.0068 0.00
H -2.0809 -1.1631 -0.9156 -0.0957 0.2002 0.2135 0.00
Co 3.6860 0.4601 -0.7754 -0.0653 0.4987 0.1496 3.93
Li 2.0738 -1.7438 0.4731 -0.5654 0.3580 -0.0713 0.04
```
Forces are in eV/Å.